10 unconnected molecules or ions with the total composition C51H131N9O16 in a non-equilibrium geometry, computed with ωB97M-V with the def2-TZVPD basis set.

Structure (ORCA input):
```
! wB97M-V def2-TZVPD RIJCOSX def2/J DEFGRID3
* xyz 0 1
C 4.061 -21.246 8.980
O 4.392 -20.678 10.207
C 4.738 -19.316 10.162
C 5.852 -18.864 9.231
C 7.263 -19.305 9.605
N 6.056 -17.422 9.189
H 4.936 -21.343 8.338
H 3.363 -20.539 8.533
H 3.543 -22.187 9.165
H 3.867 -18.693 9.955
H 4.923 -18.945 11.170
H 5.623 -19.165 8.209
H 8.010 -18.857 8.951
H 7.295 -20.393 9.537
H 7.591 -19.051 10.613
H 6.166 -17.137 10.152
H 5.164 -17.007 8.962
C 4.276 -24.968 13.487
O 5.340 -25.868 13.825
C 5.505 -25.950 15.277
C 6.506 -27.080 15.492
C 5.971 -28.370 14.925
N 6.464 -27.311 16.916
H 3.313 -25.257 13.907
H 4.156 -24.943 12.404
H 4.618 -23.961 13.725
H 5.851 -25.051 15.787
H 4.572 -26.215 15.774
H 7.506 -26.788 15.170
H 5.915 -28.332 13.838
H 5.060 -28.810 15.332
H 6.677 -29.170 15.147
H 5.561 -27.650 17.213
H 7.055 -28.114 17.077
C 9.185 -13.114 1.030
O 8.586 -12.939 2.313
C 9.043 -13.812 3.364
C 8.050 -13.955 4.488
C 8.241 -12.846 5.531
N 8.302 -15.192 5.243
H 8.836 -14.062 0.621
H 10.251 -13.183 1.244
H 8.969 -12.348 0.285
H 9.106 -14.806 2.920
H 10.089 -13.620 3.605
H 7.061 -13.964 4.032
H 8.004 -11.829 5.217
H 9.254 -12.838 5.933
H 7.635 -13.009 6.423
H 8.162 -15.988 4.637
H 7.578 -15.298 5.940
C 4.048 -19.128 0.663
O 4.618 -18.117 1.484
C 6.009 -17.939 1.444
C 6.726 -19.192 1.984
N 6.560 -19.360 3.426
C 7.242 -20.518 4.001
C 6.592 -21.839 3.678
O 5.312 -21.850 4.303
C 4.276 -22.617 3.721
H 3.005 -18.948 0.400
H 3.970 -20.095 1.160
H 4.653 -19.336 -0.219
H 6.366 -17.064 1.986
H 6.368 -17.892 0.416
H 7.778 -18.970 1.806
H 6.430 -20.048 1.378
H 5.578 -19.403 3.657
H 7.255 -20.453 5.089
H 8.286 -20.444 3.695
H 7.149 -22.593 4.234
H 6.565 -21.993 2.599
H 4.129 -22.244 2.707
H 3.356 -22.386 4.257
H 4.427 -23.695 3.661
C 0.811 -17.025 11.385
O 1.007 -16.245 10.183
C 1.984 -15.183 10.328
C 2.051 -14.503 8.910
N 2.437 -15.486 7.966
C 2.429 -14.944 6.606
C 2.485 -16.132 5.638
O 1.307 -16.950 5.803
C 1.341 -18.118 4.999
H 0.131 -17.804 11.040
H 0.448 -16.386 12.190
H 1.780 -17.472 11.610
H 2.935 -15.585 10.677
H 1.672 -14.471 11.092
H 2.827 -13.740 8.845
H 1.059 -14.110 8.690
H 1.766 -16.236 8.048
H 3.262 -14.262 6.435
H 1.424 -14.543 6.473
H 3.394 -16.709 5.811
H 2.582 -15.778 4.612
H 1.443 -17.778 3.968
H 0.427 -18.663 5.236
H 2.125 -18.785 5.358
C 11.935 -14.854 12.541
O 12.172 -14.563 11.208
C 11.478 -15.475 10.359
C 11.666 -15.107 8.910
N 13.106 -15.112 8.604
C 13.491 -14.420 7.359
C 13.546 -12.876 7.480
O 14.766 -12.641 8.212
C 15.286 -11.327 7.989
H 12.182 -15.869 12.854
H 10.882 -14.683 12.763
H 12.482 -14.038 13.013
H 10.398 -15.580 10.466
H 11.952 -16.451 10.463
H 11.195 -14.141 8.726
H 11.216 -15.819 8.218
H 13.600 -14.631 9.342
H 12.795 -14.691 6.565
H 14.498 -14.810 7.209
H 12.640 -12.538 7.984
H 13.587 -12.543 6.443
H 16.298 -11.196 8.373
H 14.731 -10.591 8.571
H 15.281 -11.160 6.912
C -0.674 -23.119 13.439
O -1.187 -23.625 14.684
C -1.801 -22.701 15.623
C -1.809 -23.240 17.092
N -2.953 -24.124 17.230
C -2.744 -24.997 18.392
C -3.771 -26.161 18.375
O -3.842 -26.925 17.222
C -2.704 -27.648 16.869
H -0.323 -23.932 12.804
H 0.247 -22.551 13.569
H -1.415 -22.528 12.899
H -2.762 -22.369 15.230
H -1.130 -21.842 15.624
H -1.855 -22.336 17.699
H -0.889 -23.742 17.393
H -3.065 -24.653 16.377
H -2.761 -24.430 19.323
H -1.740 -25.416 18.455
H -4.747 -25.713 18.562
H -3.548 -26.749 19.265
H -2.045 -26.930 16.381
H -2.950 -28.407 16.127
H -2.209 -28.163 17.692
C 12.600 -9.174 12.726
O 11.174 -8.953 12.791
C 10.277 -10.051 12.613
C 8.900 -9.712 13.186
N 7.800 -10.383 12.516
C 7.735 -11.777 12.949
C 6.801 -12.593 12.119
O 6.927 -13.974 12.464
C 6.316 -14.274 13.717
H 13.279 -8.321 12.739
H 12.934 -9.627 11.792
H 12.914 -9.902 13.473
H 10.659 -10.873 13.218
H 10.134 -10.389 11.587
H 8.640 -8.669 13.005
H 8.852 -9.855 14.265
H 6.924 -9.981 12.815
H 7.344 -11.715 13.965
H 8.640 -12.383 13.001
H 7.097 -12.512 11.073
H 5.756 -12.289 12.070
H 6.141 -15.349 13.773
H 5.368 -13.742 13.794
H 6.997 -13.973 14.514
C 8.227 -26.294 8.271
O 9.598 -26.237 8.196
C 10.304 -26.579 9.344
C 11.820 -26.486 8.997
N 12.254 -27.494 8.047
C 13.713 -27.294 7.782
C 14.278 -28.281 6.741
O 13.824 -27.718 5.468
C 14.305 -28.523 4.386
H 7.861 -27.289 8.523
H 7.757 -26.069 7.313
H 7.777 -25.629 9.009
H 10.047 -27.562 9.738
H 10.004 -25.897 10.140
H 12.449 -26.577 9.883
H 11.943 -25.504 8.540
H 11.834 -27.426 7.131
H 14.254 -27.430 8.718
H 14.019 -26.299 7.460
H 13.990 -29.316 6.925
H 15.363 -28.214 6.667
H 15.394 -28.560 4.351
H 13.982 -28.223 3.389
H 13.940 -29.549 4.437
C 14.639 -21.426 7.208
C 13.907 -20.078 7.073
C 12.462 -20.139 6.601
O 13.912 -19.471 8.327
H 15.031 -21.698 6.228
H 13.993 -22.219 7.585
H 15.533 -21.302 7.818
H 14.506 -19.393 6.472
H 12.527 -20.651 5.641
H 12.019 -19.149 6.496
H 11.800 -20.748 7.218
H 13.495 -18.609 8.259
*
```

Calculated values
SMILES string ... COC[C@H](C)N.COC[C@H](C)N.COC[C@H](C)N.COCCNCCOC.COCCNCCOC.COCCNCCOC.COCCNCCOC.COCCNCCOC.COCCNCCOC.CC(C)O

***

21 unconnected molecules or ions with the total composition C51H154N10O21 in a non-equilibrium geometry, computed with ωB97M-V with the def2-TZVPD basis set.

Structure (ORCA input):
```
! wB97M-V def2-TZVPD RIJCOSX def2/J DEFGRID3
* xyz 0 1
C 0.819 -0.672 -1.782
C -0.082 -0.117 -0.653
C 0.391 -0.627 0.768
O 0.258 -2.034 0.778
C -1.075 -2.476 1.065
N -0.143 1.354 -0.750
H 1.844 -0.367 -1.573
H 0.593 -0.217 -2.746
H 0.733 -1.753 -1.891
H -1.088 -0.471 -0.876
H -0.107 -0.180 1.629
H 1.444 -0.349 0.807
H -0.970 -3.507 1.403
H -1.813 -2.354 0.273
H -1.373 -2.023 2.011
H -0.666 1.579 -1.585
H -0.743 1.679 -0.005
C -3.962 -6.487 2.659
C -3.657 -5.489 1.525
C -3.749 -6.063 0.093
O -3.010 -7.289 -0.181
C -1.631 -7.318 0.001
N -4.597 -4.346 1.639
H -3.228 -7.292 2.616
H -4.952 -6.865 2.404
H -3.860 -6.072 3.662
H -2.660 -5.110 1.751
H -3.377 -5.343 -0.636
H -4.768 -6.218 -0.262
H -1.369 -7.464 1.049
H -1.245 -6.375 -0.386
H -1.187 -8.143 -0.557
H -4.376 -3.913 2.524
H -5.553 -4.673 1.625
C -3.173 -1.475 -4.546
C -2.419 -0.155 -4.555
C -1.197 -0.244 -5.447
O -0.347 -1.375 -5.200
C 0.806 -1.410 -6.035
N -3.261 0.933 -4.913
H -2.651 -2.272 -4.017
H -3.335 -1.901 -5.537
H -4.189 -1.346 -4.172
H -2.035 -0.033 -3.542
H -0.551 0.618 -5.280
H -1.434 -0.271 -6.511
H 1.405 -2.252 -5.687
H 1.495 -0.566 -6.008
H 0.399 -1.704 -7.003
H -4.169 0.940 -4.471
H -3.595 0.757 -5.849
C -0.066 3.548 5.012
C 0.561 4.805 5.695
C 1.427 5.673 4.713
O 1.829 6.903 5.330
C 2.883 6.722 6.253
N -0.508 5.587 6.268
H -0.542 3.809 4.067
H -0.778 3.167 5.744
H 0.636 2.716 4.954
H 1.205 4.467 6.507
H 0.807 6.037 3.893
H 2.192 4.959 4.410
H 3.234 7.683 6.630
H 3.667 6.178 5.726
H 2.457 6.164 7.087
H -0.220 6.547 6.394
H -1.197 5.592 5.530
C -1.086 4.380 0.754
C -2.597 4.253 0.947
C -3.002 2.951 1.647
O -3.107 1.803 0.765
C -3.440 0.530 1.375
N -2.989 5.481 1.620
H -0.726 5.311 0.317
H -0.840 3.627 0.006
H -0.568 4.188 1.694
H -3.026 4.274 -0.055
H -3.940 3.096 2.183
H -2.211 2.741 2.366
H -2.643 0.277 2.075
H -3.495 -0.185 0.555
H -4.445 0.482 1.794
H -2.756 6.232 0.987
H -3.998 5.512 1.649
C 2.419 0.935 6.633
C 2.967 0.863 5.181
C 2.247 -0.069 4.213
O 1.825 -1.273 4.831
C 0.702 -1.829 4.193
N 3.074 2.185 4.683
H 2.787 1.742 7.267
H 2.633 0.015 7.176
H 1.350 1.122 6.529
H 3.997 0.517 5.268
H 3.021 -0.429 3.536
H 1.510 0.387 3.552
H 0.375 -2.707 4.751
H 0.952 -2.128 3.175
H -0.168 -1.177 4.116
H 3.764 2.716 5.195
H 3.442 2.102 3.746
C 5.061 -1.206 -1.417
C 5.938 -2.362 -1.748
C 5.776 -2.818 -3.219
O 4.479 -3.272 -3.545
C 4.279 -3.338 -4.931
N 7.299 -2.008 -1.385
H 5.304 -0.800 -0.434
H 4.035 -1.521 -1.230
H 5.139 -0.319 -2.045
H 5.748 -3.222 -1.104
H 6.437 -3.659 -3.428
H 5.976 -1.925 -3.811
H 4.208 -2.339 -5.362
H 3.291 -3.763 -5.109
H 4.999 -3.947 -5.477
H 7.426 -1.912 -0.387
H 7.469 -1.071 -1.721
C 3.037 4.340 0.551
C 3.369 2.891 0.033
C 3.408 1.796 1.100
O 4.292 2.062 2.204
C 5.665 1.849 1.877
N 2.476 2.397 -1.040
H 3.668 4.689 1.368
H 2.033 4.538 0.925
H 3.221 4.958 -0.328
H 4.363 2.960 -0.409
H 3.635 0.859 0.592
H 2.418 1.781 1.557
H 6.232 2.004 2.795
H 5.896 2.504 1.037
H 5.799 0.811 1.572
H 2.095 3.120 -1.633
H 1.655 1.910 -0.711
C 2.069 -6.841 -1.306
C 2.391 -5.612 -2.202
C 1.316 -4.507 -2.316
O 0.090 -5.102 -2.637
C -1.017 -4.166 -2.585
N 3.602 -5.091 -1.636
H 1.875 -6.612 -0.258
H 2.845 -7.606 -1.325
H 1.203 -7.330 -1.753
H 2.589 -6.063 -3.175
H 1.676 -3.814 -3.078
H 1.305 -3.981 -1.361
H -0.843 -3.362 -3.299
H -1.044 -3.705 -1.597
H -2.001 -4.618 -2.707
H 3.897 -4.326 -2.226
H 3.319 -4.692 -0.752
C -1.265 6.166 -2.452
C -1.364 7.645 -2.059
C -1.888 7.968 -0.630
O -3.242 7.511 -0.367
C -4.335 7.826 -1.248
N -0.051 8.189 -2.148
H -2.219 5.652 -2.329
H -0.530 5.641 -1.842
H -0.966 6.118 -3.499
H -2.061 8.111 -2.756
H -1.833 9.046 -0.474
H -1.201 7.579 0.121
H -4.466 8.907 -1.295
H -5.261 7.419 -0.843
H -4.145 7.301 -2.185
H -0.136 9.195 -2.153
H 0.282 8.039 -3.090
C -0.174 3.183 -4.045
O -1.213 2.850 -3.126
H 0.554 3.741 -3.455
H 0.267 2.219 -4.295
H -0.492 3.660 -4.972
H -1.878 2.413 -3.664
C 2.167 3.402 -6.957
O 1.825 2.015 -7.036
H 2.130 3.709 -5.912
H 3.177 3.454 -7.363
H 1.436 4.012 -7.490
H 1.449 1.891 -7.911
C -1.839 0.115 6.347
O -1.349 0.177 7.721
H -1.234 -0.612 5.806
H -2.858 -0.268 6.290
H -1.919 1.032 5.763
H -1.367 -0.685 8.142
C -5.588 0.593 4.894
O -5.446 -0.452 3.987
H -5.191 1.522 4.483
H -6.660 0.675 5.073
H -5.009 0.329 5.779
H -6.219 -0.413 3.418
C -5.376 -2.415 -1.167
O -5.970 -2.399 0.090
H -5.572 -1.506 -1.736
H -4.290 -2.498 -1.169
H -5.660 -3.303 -1.732
H -5.296 -2.872 0.583
C -4.469 1.671 -1.803
O -5.178 1.177 -2.919
H -5.074 1.594 -0.900
H -3.592 1.035 -1.687
H -4.114 2.690 -1.958
H -6.113 1.048 -2.745
C 3.858 0.859 -4.260
O 3.912 0.527 -5.678
H 3.262 1.749 -4.062
H 3.495 0.055 -3.621
H 4.882 1.068 -3.951
H 3.125 0.900 -6.083
C 0.555 -4.975 -6.318
O 0.117 -4.742 -7.646
H -0.211 -4.626 -5.626
H 0.775 -6.025 -6.121
H 1.422 -4.362 -6.074
H -0.828 -4.822 -7.789
C 3.508 -3.562 1.658
O 2.421 -3.799 0.829
H 4.280 -2.907 1.254
H 3.266 -3.213 2.662
H 3.993 -4.526 1.815
H 1.777 -3.087 0.847
C 1.005 -6.223 3.440
O 0.488 -5.801 2.215
H 1.129 -7.305 3.484
H 1.981 -5.805 3.686
H 0.421 -5.845 4.280
H 1.224 -5.588 1.637
C -3.274 -3.138 4.685
O -3.511 -2.345 3.516
H -4.134 -3.547 5.215
H -2.834 -4.088 4.382
H -2.698 -2.527 5.381
H -4.192 -1.686 3.667
*
```

***

Number 1: electronic energy -3717.85542 hartree, frontier orbital gap 8.8 eV. Number 2: electronic energy -4162.62717 hartree, frontier orbital gap 8.5 eV.